A gas-phase ion, C4H10O2PS (charge -1), computed with ωB97M-V/def2-TZVPD.

Geometry as ORCA input:
```
! wB97M-V def2-TZVPD RIJCOSX def2/J DEFGRID3
* xyz -1 1
C 1.22 -2.52 -0.55
C 0.55 -1.32 0.14
P -0.22 0.11 -1.00
C 0.58 1.49 0.12
C -0.34 2.71 -0.05
O -1.74 0.32 -0.65
S -2.77 -1.00 0.31
O -2.93 -0.57 1.72
H 1.75 -3.29 0.15
H 0.49 -3.19 -1.01
H 1.89 -2.10 -1.34
H 1.33 -0.71 0.75
H -0.23 -1.58 0.91
H 0.65 1.17 1.17
H 1.69 1.84 -0.11
H -0.78 2.44 -1.10
H -1.21 2.56 0.62
H 0.07 3.64 -0.07
*
```

Results
Energy above the lowest of the compared OMol25 structures with the same formula, charge and spin (eV): 4.711
Highest occupied orbital energy (eV): -2.40
E_tot (eV): -28528.2918
SMILES string: CCP(CC)OS[O-]

Atomic partial charges in e from the Mulliken method, atoms 1 to 6: -1.07 -0.43 0.04 -0.52 -0.99 -0.43

=====

2 unconnected molecules or ions with the total composition C4H12, computed with ωB97M-V/def2-TZVPD.

Geometry as ORCA input:
```
! wB97M-V def2-TZVPD RIJCOSX def2/J DEFGRID3
* xyz 0 1
C -0.46 1.95 -0.55
C -0.45 1.11 -1.85
H -0.36 3.01 -0.76
H -1.43 1.88 -0.04
H 0.31 1.62 0.15
H -0.19 0.09 -1.61
H -1.39 1.24 -2.37
H 0.36 1.49 -2.48
C 0.12 -1.54 0.48
C 0.75 -1.53 1.89
H 0.80 -1.25 -0.33
H -0.07 -2.58 0.24
H -0.73 -0.88 0.52
H 1.24 -0.58 2.10
H 1.50 -2.31 1.99
H -0.03 -1.72 2.62
*
```

Results
Energy above the lowest of the compared OMol25 structures with the same formula, charge and spin (eV): 0.217
Highest occupied orbital energy (eV): -11.68
E_tot (eV): -4342.3118
SMILES string: CC.CC

Atomic partial charges in e from the Mulliken method, atoms 1 to 6: -0.84 -0.65 0.34 0.27 0.21 0.14

=====

A molecular structure, C45H62N4OPSZr, computed with ωB97M-V/def2-TZVPD.

Geometry as ORCA input:
```
! wB97M-V def2-TZVPD RIJCOSX def2/J DEFGRID3
* xyz 1 1
Zr 0.30 -0.98 0.07
C 0.55 -3.22 -1.12
C -0.19 -3.47 0.06
C 0.65 -3.24 1.16
C 1.90 -2.83 0.68
C 1.84 -2.82 -0.73
H 0.18 -3.30 -2.13
H -1.21 -3.80 0.10
H 0.37 -3.35 2.20
H 2.76 -2.60 1.28
H 2.65 -2.55 -1.39
C -2.93 -3.08 -2.48
C -3.48 -2.20 -1.36
C -3.95 -3.01 -0.16
P -2.28 -0.84 -0.97
C -2.42 0.23 -2.48
C -1.90 1.64 -2.16
C -3.76 0.30 -3.20
C -2.90 0.09 0.45
C -3.96 0.99 0.36
C -4.35 1.78 1.43
C -5.50 2.75 1.32
C -3.63 1.65 2.61
C -2.59 0.75 2.74
C -2.20 -0.08 1.67
N -1.14 -0.99 1.78
C -0.90 -1.43 3.12
C -1.95 -2.05 3.84
C -3.30 -2.30 3.24
C -1.76 -2.43 5.16
C -0.56 -2.25 5.83
C -0.36 -2.70 7.25
C 0.47 -1.67 5.10
C 0.33 -1.27 3.78
C 1.59 -0.70 3.17
H -3.72 -3.73 -2.86
H -2.13 -3.73 -2.10
H -2.53 -2.51 -3.31
H -4.36 -1.66 -1.74
H -3.12 -3.41 0.43
H -4.55 -3.85 -0.51
H -4.57 -2.41 0.51
H -1.71 -0.24 -3.16
H -2.62 2.18 -1.54
H -1.76 2.21 -3.07
H -0.96 1.62 -1.61
H -4.57 0.67 -2.57
H -4.07 -0.67 -3.60
H -3.68 0.98 -4.05
H -4.50 1.08 -0.57
H -5.83 2.85 0.28
H -5.22 3.74 1.68
H -6.35 2.42 1.91
H -3.90 2.26 3.47
H -2.07 0.67 3.68
H -3.28 -2.27 2.16
H -4.02 -1.54 3.57
H -3.68 -3.27 3.56
H -2.59 -2.90 5.68
H -1.31 -2.94 7.72
H 0.12 -1.92 7.84
H 0.27 -3.59 7.30
H 1.44 -1.53 5.58
H 2.40 -1.42 3.27
H 1.90 0.20 3.70
H 1.56 -0.43 2.11
N 0.13 1.23 0.80
C 0.42 2.10 1.50
N 0.80 3.07 2.28
C -0.12 3.58 3.31
C 0.09 5.08 3.52
C 1.57 5.48 3.36
C 2.49 4.29 3.58
C 2.27 3.23 2.50
H 0.06 3.02 4.24
H -1.13 3.36 2.97
H -0.26 5.32 4.52
H -0.53 5.63 2.82
H 1.81 6.28 4.04
H 1.74 5.86 2.35
H 2.33 3.85 4.57
H 3.54 4.59 3.54
H 2.69 2.27 2.80
H 2.72 3.53 1.56
C -2.66 5.46 -0.49
S -1.19 4.45 -0.24
C 0.04 5.75 -0.14
H -2.85 6.11 0.37
H -3.50 4.79 -0.61
H -2.56 6.07 -1.39
H 0.07 6.34 -1.06
H 1.01 5.28 0.01
H -0.15 6.42 0.70
C 2.67 -0.64 -3.37
C 1.27 -0.15 -3.20
C 0.75 0.75 -4.27
O 0.57 -0.47 -2.25
H 3.26 0.08 -3.95
H 2.63 -1.56 -3.96
H 3.16 -0.83 -2.42
H 1.15 0.47 -5.25
H 1.13 1.75 -4.05
H -0.33 0.79 -4.29
N 6.87 3.19 -1.10
C 5.94 2.56 -0.91
C 4.77 1.76 -0.66
C 3.52 2.18 -1.13
C 2.40 1.41 -0.88
C 2.43 0.18 -0.18
C 3.70 -0.19 0.27
C 4.85 0.57 0.04
H 3.44 3.11 -1.68
H 1.45 1.80 -1.24
H 3.85 -1.10 0.83
H 5.81 0.23 0.42
*
```

Results
Energy above the lowest of the compared OMol25 structures with the same formula, charge and spin (eV): 0.000
Highest occupied orbital energy (eV): -9.51
E_tot (eV): -77080.7339

Atomic partial charges in e from the Mulliken method, atoms 1 to 6: -2.70 -0.62 -0.27 -1.13 -0.57 -0.70

=====

A molecular structure, C55H78GeN8O2P3STi, computed with ωB97M-V/def2-TZVPD.

Geometry as ORCA input:
```
! wB97M-V def2-TZVPD RIJCOSX def2/J DEFGRID3
* xyz 0 2
Ti 0.89 0.57 -1.45
C -2.58 0.53 -3.69
C -2.44 -0.71 -2.80
C -3.38 -1.80 -3.30
P -0.66 -1.19 -2.58
C -0.86 -2.64 -1.47
N -1.46 -2.33 -0.19
Ge -1.06 -0.71 0.86
N -0.18 -1.44 2.56
C 1.18 -1.19 3.02
P 1.97 0.46 2.70
C 1.33 1.48 4.16
C -0.14 1.17 4.46
C 2.13 1.46 5.46
C 3.71 0.02 3.26
C 4.30 -1.22 2.61
C 4.63 1.22 2.99
C -0.93 -2.16 3.45
C -0.44 -2.80 4.61
C -1.25 -3.59 5.41
C -2.58 -3.81 5.09
C -3.09 -3.17 3.97
C -2.30 -2.33 3.20
N -2.84 -1.60 2.05
C -3.43 -2.57 1.13
C -4.71 -3.06 1.31
C -5.17 -4.14 0.56
C -4.29 -4.74 -0.33
C -3.03 -4.21 -0.55
C -2.60 -3.04 0.11
C -3.79 -0.56 2.38
C -4.56 -0.52 3.52
C -5.56 0.44 3.67
C -5.78 1.33 2.62
C -4.97 1.33 1.50
C -3.90 0.42 1.37
N -2.93 0.41 0.40
C -2.77 1.69 -0.26
P -1.03 2.33 -0.40
C -0.53 2.78 1.35
C -1.63 2.82 2.41
C 0.33 4.06 1.43
C -1.43 4.01 -1.15
C -1.79 3.91 -2.64
C -2.51 4.85 -0.46
C -0.21 -2.02 -4.17
C 0.91 -3.05 -4.01
C 0.20 -0.98 -5.22
H -3.55 1.00 -3.53
H -2.53 0.26 -4.75
H -1.80 1.26 -3.49
H -2.73 -0.46 -1.78
H -3.16 -2.10 -4.33
H -4.40 -1.41 -3.29
H -3.38 -2.69 -2.67
H 0.11 -3.15 -1.38
H -1.50 -3.31 -2.03
H 1.88 -1.95 2.66
H 1.20 -1.25 4.11
H 1.37 2.51 3.77
H -0.23 0.31 5.12
H -0.72 0.96 3.56
H -0.61 2.02 4.97
H 2.13 0.47 5.91
H 1.66 2.14 6.18
H 3.16 1.79 5.34
H 3.67 -0.14 4.34
H 4.24 -1.18 1.52
H 3.83 -2.15 2.94
H 5.36 -1.29 2.87
H 4.76 1.35 1.92
H 5.61 1.05 3.45
H 4.22 2.15 3.39
H 0.60 -2.72 4.88
H -0.82 -4.05 6.29
H -3.21 -4.46 5.68
H -4.11 -3.35 3.68
H -5.36 -2.58 2.03
H -6.17 -4.51 0.70
H -4.59 -5.63 -0.86
H -2.37 -4.71 -1.25
H -4.39 -1.22 4.32
H -6.16 0.46 4.56
H -6.60 2.04 2.69
H -5.18 2.03 0.70
H -3.31 2.47 0.26
H -3.15 1.69 -1.29
H 0.14 1.95 1.61
H -2.40 3.57 2.20
H -1.19 3.07 3.37
H -2.13 1.86 2.51
H -0.25 4.96 1.25
H 1.16 4.03 0.73
H 0.75 4.14 2.43
H -0.49 4.57 -1.07
H -2.81 3.54 -2.76
H -1.13 3.25 -3.18
H -1.75 4.90 -3.10
H -3.50 4.40 -0.58
H -2.55 5.84 -0.92
H -2.33 4.99 0.60
H -1.11 -2.54 -4.51
H 1.80 -2.61 -3.56
H 1.19 -3.43 -5.00
H 0.61 -3.91 -3.40
H 1.07 -0.42 -4.88
H -0.60 -0.26 -5.43
H 0.46 -1.47 -6.16
C 1.00 3.09 -4.91
C 1.54 2.09 -3.93
O 0.74 1.80 -2.92
C 2.76 1.52 -4.10
C 3.24 0.39 -3.35
C 4.54 -0.23 -3.77
N 2.52 -0.14 -2.42
N 2.98 -1.38 -1.94
C 2.29 -1.77 -0.92
O 1.42 -1.01 -0.34
C 2.47 -3.20 -0.51
C 3.38 -4.03 -1.16
C 3.48 -5.36 -0.80
C 2.66 -5.88 0.20
C 1.75 -5.06 0.84
C 1.65 -3.72 0.49
H 0.12 2.67 -5.40
H 1.74 3.33 -5.67
H 0.69 4.01 -4.41
H 3.36 1.86 -4.93
H 5.17 0.52 -4.25
H 4.36 -1.03 -4.49
H 5.06 -0.67 -2.92
H 4.01 -3.61 -1.93
H 4.19 -6.00 -1.30
H 2.73 -6.92 0.47
H 1.10 -5.45 1.62
H 0.91 -3.08 0.96
C 5.47 2.98 -1.36
N 4.27 3.67 -1.78
C 4.20 4.74 -2.67
C 2.89 5.05 -2.82
N 2.19 4.18 -2.01
C 3.03 3.32 -1.39
S 2.64 2.10 -0.27
H 6.30 3.33 -1.96
H 5.33 1.91 -1.50
H 5.67 3.16 -0.31
H 5.08 5.17 -3.11
H 2.42 5.81 -3.41
H 1.19 4.06 -1.96
*
```

Results
Energy above the lowest of the compared OMol25 structures with the same formula, charge and spin (eV): 0.036
Highest occupied orbital energy (spin up / spin down) (eV): -5.98 / -6.03
E_tot (eV): -192653.6144
Expectation value of S²: 0.761

Atomic partial charges in e from the Mulliken method, atoms 1 to 6: -1.13 -1.94 1.89 -1.90 2.57 -2.98